Record 1
The following is a DFT calculation (wB97M-V/def2-TZVPD) of 2 unconnected molecules or ions with the total composition C23H36NO6P in a non-equilibrium geometry.

```
! RIJCOSX wB97M-V def2-TZVPD def2/J DEFGRID3
* xyz 0 1
C 7.460 -1.352 2.761
O 7.081 -2.148 1.632
C 6.475 -1.364 0.599
C 4.896 -1.278 0.722
C 4.358 -0.667 -0.630
C 2.964 0.085 -0.475
C 3.113 1.618 -0.115
C 2.143 2.578 -0.895
C 0.688 2.569 -0.208
C -0.212 1.521 -0.970
C -1.753 1.584 -0.535
C -1.927 0.487 0.581
C -2.392 -0.835 0.134
C -2.580 -1.920 1.130
P -3.222 -3.542 0.494
N -3.718 -4.518 1.617
O -2.053 -4.241 -0.464
O -4.559 -3.165 -0.456
C -2.250 -1.628 2.517
C -1.787 -0.322 2.964
C -1.639 0.784 1.977
C -1.188 2.173 2.520
O -1.581 3.223 2.068
C -0.221 2.143 3.735
C -0.330 1.114 4.620
C -1.429 0.010 4.438
O -1.946 -0.483 5.408
H 8.109 -1.986 3.425
H 6.511 -1.072 3.310
H 8.001 -0.404 2.474
H 6.772 -1.847 -0.377
H 6.899 -0.321 0.605
H 4.586 -0.716 1.639
H 4.548 -2.341 0.873
H 5.136 -0.037 -1.131
H 4.153 -1.536 -1.319
H 2.382 -0.497 0.293
H 2.465 0.031 -1.484
H 3.015 1.699 1.008
H 4.165 1.937 -0.355
H 2.019 2.337 -1.979
H 2.526 3.624 -0.743
H 0.872 2.309 0.867
H 0.233 3.601 -0.209
H -0.098 1.619 -2.081
H 0.187 0.501 -0.693
H -2.422 1.341 -1.408
H -2.024 2.603 -0.172
H -2.623 -1.063 -0.935
H -3.552 -4.052 2.514
H -1.534 -3.571 -0.949
H -4.233 -2.946 -1.355
H -2.362 -2.412 3.306
H 0.516 2.969 3.832
H 0.391 1.119 5.469
C -5.859 1.434 -3.878
C -4.475 0.897 -4.204
C -4.553 -0.477 -4.850
O -3.700 0.818 -3.006
H -6.375 0.778 -3.170
H -5.788 2.416 -3.406
H -6.470 1.524 -4.779
H -3.961 1.589 -4.875
H -5.025 -1.198 -4.174
H -3.552 -0.856 -5.069
H -5.125 -0.446 -5.779
H -4.146 0.208 -2.404
*
```

Properties
- SMILES = COCCCCCCCCCc1cc(P(=N)(O)O)cc2c1C(=O)C=CC2=O.CC(C)O
- highest occupied orbital energy (eV) = -9.174
- HOMO-LUMO gap (eV) = 7.88
- total energy (eV) = -47496.449

Atomic partial charges in e from the natural (NBO) method, atoms 1 to 5:
1. C -0.257
2. O -0.549
3. C -0.058
4. C -0.437
5. C -0.401


Record 2
The following is a DFT calculation (wB97M-V/def2-TZVPD) of a molecular structure, C23H37AlB2Br3CaCl3CsF10N4O17P2S2 in a non-equilibrium geometry.

```
! RIJCOSX wB97M-V def2-TZVPD def2/J DEFGRID3
* xyz 1 1
C 3.183 -3.407 -2.664
C 3.765 -1.984 -2.886
B 2.719 -1.008 -3.560
O 2.164 -1.353 -4.724
C 2.161 0.452 -2.953
C 2.160 0.483 -1.495
N 2.158 0.315 -0.344
C 0.761 0.637 -3.544
Cl 0.493 1.768 -4.852
C -0.323 -0.053 -3.208
C -1.660 0.114 -3.847
Cl -0.382 -1.326 -2.001
C 3.257 1.561 -3.412
N 2.766 2.936 -3.369
C 3.493 1.221 -4.840
N 3.684 0.945 -5.928
C 4.648 1.426 -2.733
Cl 4.808 2.498 -1.209
C 5.832 1.819 -3.621
C 6.460 0.546 -4.211
H 4.009 -4.069 -2.418
H 2.496 -3.401 -1.823
H 2.706 -3.808 -3.555
H 4.204 -1.616 -1.955
H 4.578 -2.094 -3.614
H 2.505 -2.200 -5.046
H -2.430 -0.445 -3.296
H -1.958 1.173 -3.849
H -1.640 -0.290 -4.871
H 2.491 3.208 -4.304
H 3.526 3.582 -3.173
H 4.884 0.422 -2.391
H 6.601 2.256 -2.983
H 5.600 2.593 -4.353
H 5.838 0.109 -4.983
H 7.426 0.850 -4.627
H 6.672 -0.136 -3.387
F 9.254 -2.593 -6.756
P 8.294 -1.303 -7.080
F 9.654 -0.589 -7.670
F 6.630 -1.365 -7.213
F 8.026 0.318 -6.701
F 7.972 -1.534 -5.445
F 8.130 -1.959 -8.576
Cs -3.307 1.430 -5.524
Al 1.284 -1.935 -0.114
N -1.148 0.122 2.992
S -2.184 -0.736 3.903
O -1.684 -1.079 5.181
O -2.941 -1.693 3.187
F -3.199 0.430 4.189
S 0.081 -0.661 2.550
O 1.119 0.196 2.023
O -0.083 -1.877 1.785
F 0.754 -1.167 3.883
C 2.905 -3.442 3.015
Br 4.169 -2.020 2.511
Br 2.459 -4.524 1.490
Br 3.564 -4.457 4.456
H 1.995 -2.953 3.341
B -0.193 -5.354 5.879
O -1.438 -4.910 5.161
C -1.760 -5.791 4.255
O -2.689 -5.748 3.508
C -0.690 -6.950 4.299
O -0.689 -7.911 3.591
O 0.179 -6.661 5.229
F -0.440 -5.531 7.211
F 0.824 -4.432 5.679
O -7.924 1.397 4.019
P -7.763 2.641 4.796
O -8.828 3.710 4.201
C -10.227 3.416 4.290
C -10.735 3.401 5.719
O -6.366 3.238 4.186
C -5.412 2.370 3.571
C -5.498 2.473 2.061
O -7.535 3.252 6.251
C -6.873 4.495 6.525
C -7.690 5.728 6.210
H -10.433 2.462 3.798
H -10.738 4.195 3.725
H -10.280 2.590 6.293
H -11.817 3.264 5.736
H -10.494 4.332 6.230
H -5.551 1.344 3.900
H -4.423 2.684 3.908
H -6.531 2.422 1.720
H -4.932 1.669 1.586
H -5.094 3.430 1.721
H -5.899 4.537 6.045
H -6.679 4.472 7.599
H -7.757 5.905 5.138
H -7.212 6.600 6.659
H -8.702 5.644 6.603
C 9.630 2.019 -3.086
O 9.398 0.881 -3.671
H 9.055 2.891 -3.498
H 9.464 2.060 -1.992
H 10.689 2.388 -3.207
Ca 3.756 1.373 1.206
C -3.329 -3.812 -3.430
O -3.577 -4.692 -4.269
O -2.268 -4.116 -2.565
O -3.879 -2.713 -3.275
H -2.050 -4.997 -2.911
*
```

Properties
- highest occupied orbital energy (eV) = -9.971
- HOMO-LUMO gap (eV) = 0.97
- total energy (eV) = -407264.280

Atomic partial charges in e from the Mulliken method, atoms 1 to 5:
1. C -1.063
2. C -0.243
3. B 0.558
4. O -0.489
5. C 2.205


Record 3
The following is a DFT calculation (wB97M-V/def2-TZVPD) of a molecular structure, C23H37BN5O9P2SV in a non-equilibrium geometry.

```
! RIJCOSX wB97M-V def2-TZVPD def2/J DEFGRID3
* xyz 0 3
V 0.227 0.035 0.392
C 3.474 2.352 2.154
N 2.380 3.316 2.007
C 2.829 4.662 1.682
P 0.870 2.837 1.620
O 0.736 1.357 1.904
O 0.794 3.203 0.037
P 0.324 2.612 -1.397
O 0.322 1.104 -1.396
N 1.449 3.104 -2.462
C 2.542 2.263 -2.930
C 1.682 4.530 -2.635
N -1.058 3.364 -1.767
C -1.840 2.750 -2.845
C -1.870 4.157 -0.850
N -0.257 3.715 2.379
C -0.487 5.140 2.175
C -1.335 3.062 3.127
H 4.047 2.601 3.048
H 4.135 2.383 1.285
H 3.087 1.344 2.252
H 3.752 4.861 2.227
H 2.111 5.421 1.989
H 3.032 4.778 0.612
H 2.331 1.217 -2.738
H 3.478 2.519 -2.425
H 2.668 2.419 -4.004
H 0.802 5.105 -2.350
H 1.900 4.747 -3.683
H 2.534 4.863 -2.033
H -1.227 2.088 -3.453
H -2.245 3.531 -3.492
H -2.663 2.174 -2.414
H -1.230 4.634 -0.120
H -2.614 3.544 -0.338
H -2.361 4.946 -1.426
H 0.112 5.540 1.360
H -0.250 5.702 3.082
H -1.539 5.304 1.931
H -1.026 2.075 3.452
H -2.230 2.970 2.508
H -1.536 3.664 4.016
C -5.246 -0.772 5.485
C -4.222 -1.102 4.435
C -3.192 -0.213 4.136
C -2.237 -0.522 3.185
C -2.312 -1.731 2.512
C -3.325 -2.639 2.795
C -4.273 -2.314 3.754
S -1.134 -2.123 1.274
O -1.319 -3.498 0.935
O 0.199 -1.675 1.754
N -1.332 -1.078 0.091
C -2.651 -0.492 -0.182
C -2.652 0.971 0.251
O -3.700 1.610 0.280
O -1.480 1.432 0.531
H -5.298 0.301 5.664
H -5.002 -1.255 6.434
H -6.237 -1.116 5.189
H -3.143 0.738 4.655
H -1.439 0.171 2.958
H -3.364 -3.579 2.265
H -5.069 -3.016 3.973
H -3.460 -1.009 0.338
H -2.871 -0.560 -1.249
O 3.134 0.460 -0.458
B 2.260 -0.595 0.010
O 3.100 -1.663 0.404
C 4.391 -1.279 0.183
C 5.545 -1.991 0.418
C 6.749 -1.350 0.114
C 6.773 -0.058 -0.403
C 5.591 0.648 -0.640
C 4.415 0.001 -0.332
H 5.513 -2.994 0.819
H 7.682 -1.870 0.286
H 7.723 0.409 -0.629
H 5.594 1.651 -1.046
*
```

Properties
- highest occupied orbital energy (spin up / spin down) (eV) = -8.022 / -8.306
- HOMO-LUMO gap (spin up / spin down) (eV) = 8.35 / 8.64
- total energy (eV) = -106114.669
- relative energy (zero: lowest compared OMol25 entry of this formula, charge and spin) (kcal/mol) = 6.66
- <S²> = 2.02

Atomic partial charges in e from the Mulliken method, atoms 1 to 5:
1. V 0.566
2. C -1.082
3. N 0.086
4. C -0.860
5. P 0.576


Record 4
The following is a DFT calculation (wB97M-V/def2-TZVPD) of a molecular structure, C23H37ClF6N2O8P2S in a non-equilibrium geometry.

```
! RIJCOSX wB97M-V def2-TZVPD def2/J DEFGRID3
* xyz 0 1
C -5.734 1.282 -9.052
C -4.768 1.946 -10.073
C -3.860 2.978 -9.401
Cl -4.960 4.159 -8.581
C -2.761 2.443 -8.482
C -1.913 3.298 -7.796
C -1.956 4.817 -7.879
F -2.156 5.250 -9.132
F -2.833 5.377 -7.045
F -0.756 5.335 -7.518
C -0.885 2.791 -6.934
C -0.638 1.474 -6.745
C 0.472 1.050 -5.812
F -0.045 0.626 -4.637
F 1.303 2.060 -5.533
F 1.183 0.027 -6.295
C -1.438 0.530 -7.450
N -1.284 -0.791 -7.396
S -2.450 -1.338 -8.386
N -3.129 0.017 -8.862
C -2.483 1.046 -8.281
H -6.745 1.681 -9.144
H -5.424 1.485 -8.021
H -5.723 0.195 -9.140
H -5.402 2.408 -10.834
H -4.205 1.175 -10.599
H -3.373 3.545 -10.196
H -0.254 3.503 -6.420
O 1.064 -4.028 0.294
P 0.556 -2.630 0.289
O 1.460 -1.882 -0.847
C 1.357 -2.314 -2.204
C 0.027 -1.930 -2.824
O 1.274 -2.077 1.658
C 1.487 -2.952 2.773
C 2.955 -3.301 2.884
O -0.618 -1.512 0.364
C -0.485 -0.211 0.950
C 0.306 0.764 0.106
H 1.516 -3.394 -2.265
H 2.170 -1.831 -2.747
H -0.801 -2.442 -2.324
H 0.005 -2.194 -3.882
H -0.151 -0.861 -2.727
H 0.875 -3.850 2.689
H 1.163 -2.423 3.671
H 3.345 -3.676 1.937
H 3.120 -4.056 3.655
H 3.538 -2.413 3.137
H -0.098 -0.265 1.964
H -1.508 0.161 1.040
H 1.372 0.542 0.134
H 0.169 1.776 0.494
H -0.019 0.739 -0.933
O 1.550 -1.565 6.456
P 2.154 -0.813 7.589
O 1.564 -1.557 8.918
C 1.914 -2.920 9.158
C 3.370 -3.073 9.560
O 1.193 0.521 7.564
C 0.678 1.016 6.324
C -0.800 0.710 6.212
O 3.364 -0.028 8.324
C 3.212 1.092 9.207
C 2.697 0.725 10.582
H 1.692 -3.523 8.273
H 1.270 -3.269 9.965
H 4.036 -2.772 8.747
H 3.589 -4.109 9.818
H 3.603 -2.441 10.417
H 1.229 0.603 5.479
H 0.836 2.097 6.315
H -0.998 -0.347 6.389
H -1.182 0.977 5.225
H -1.362 1.267 6.964
H 2.614 1.880 8.757
H 4.217 1.504 9.314
H 1.636 0.481 10.558
H 2.827 1.572 11.257
H 3.233 -0.133 10.986
*
```

Properties
- highest occupied orbital energy (eV) = -9.991
- HOMO-LUMO gap (eV) = 8.47
- total energy (eV) = -102054.188

Atomic partial charges in e from the Mulliken method, atoms 1 to 5:
1. C -1.120
2. C -0.737
3. C -0.133
4. Cl -0.157
5. C -0.095


Record 5
The following is a DFT calculation (wB97M-V/def2-TZVPD) of a molecular structure, C23H37FeN2S2Si2.

```
! RIJCOSX wB97M-V def2-TZVPD def2/J DEFGRID3
* xyz 0 6
Fe -0.324 0.273 -0.233
C -3.266 2.523 0.940
N -2.421 2.095 -0.172
C -1.605 3.151 -0.739
C -0.423 3.420 0.186
N 0.245 2.192 0.741
C -0.109 2.057 2.163
C 1.677 2.223 0.488
C 2.585 2.655 1.443
C 3.941 2.673 1.150
C 4.374 2.269 -0.106
C 3.465 1.840 -1.056
C 2.098 1.811 -0.781
S 0.930 1.242 -1.978
C -3.165 1.275 -1.072
C -3.844 1.800 -2.163
C -4.593 0.972 -2.986
C -4.677 -0.384 -2.700
C -3.990 -0.913 -1.620
C -3.209 -0.100 -0.801
S -2.228 -0.810 0.513
H -4.099 3.144 0.587
H -2.689 3.103 1.659
H -3.663 1.645 1.448
H -2.148 4.096 -0.894
H -1.234 2.808 -1.702
H -0.745 4.010 1.047
H 0.325 4.015 -0.342
H 0.061 2.987 2.716
H 0.485 1.272 2.615
H -1.160 1.789 2.236
H 2.242 2.967 2.419
H 4.650 2.999 1.898
H 5.429 2.279 -0.344
H 3.804 1.507 -2.027
H -3.782 2.861 -2.369
H -5.111 1.383 -3.841
H -5.265 -1.037 -3.329
H -4.028 -1.975 -1.416
C 1.976 -3.369 -1.922
Si 0.412 -2.634 -1.197
C -0.657 -3.992 -0.489
C -0.585 -1.938 -2.629
C 0.972 -1.407 0.129
Si 1.660 -2.009 1.761
C 3.465 -2.419 1.472
C 0.793 -3.526 2.420
C 1.617 -0.737 3.129
H 1.725 -4.134 -2.659
H 2.603 -3.829 -1.160
H 2.565 -2.597 -2.418
H -1.106 -4.544 -1.318
H -1.464 -3.569 0.107
H -0.110 -4.705 0.118
H -0.496 -2.638 -3.464
H -0.250 -0.978 -3.013
H -1.642 -1.867 -2.379
H 1.724 -0.725 -0.296
H 3.584 -3.259 0.789
H 3.948 -2.685 2.416
H 4.000 -1.569 1.048
H 0.964 -4.397 1.792
H -0.283 -3.385 2.516
H 1.194 -3.753 3.411
H 2.187 0.152 2.848
H 2.074 -1.147 4.031
H 0.597 -0.454 3.381
*
```

Properties
- highest occupied orbital energy (spin up / spin down) (eV) = -7.445 / -7.937
- HOMO-LUMO gap (spin up / spin down) (eV) = 8.02 / 7.19
- total energy (eV) = -99246.346
- relative energy (zero: lowest compared OMol25 entry of this formula, charge and spin) (kcal/mol) = 10.15
- <S²> = 8.77

Atomic partial charges in e from the natural (NBO) method, atoms 1 to 5:
1. Fe 1.332
2. C -0.403
3. N -0.533
4. C -0.238
5. C -0.216


Record 6
The following is a DFT calculation (wB97M-V/def2-TZVPD) of a molecular structure, C23H37N2O2P3Re in a non-equilibrium geometry.

```
! RIJCOSX wB97M-V def2-TZVPD def2/J DEFGRID3
* xyz 4 4
P 2.820 -0.811 -0.021
C 3.542 -0.990 1.643
H 4.636 -1.025 1.607
H 3.154 -1.905 2.108
H 3.220 -0.137 2.255
C 3.319 -2.337 -0.919
H 3.376 -2.141 -2.001
H 2.510 -3.071 -0.751
H 4.271 -2.734 -0.539
C 3.812 0.594 -0.683
H 4.868 0.329 -0.836
H 3.720 1.419 0.042
H 3.358 0.928 -1.624
P -0.783 2.736 -0.866
C -0.819 3.486 0.802
H -1.108 4.541 0.698
H 0.176 3.393 1.258
H -1.553 2.942 1.410
C 0.433 3.853 -1.666
H 0.373 3.822 -2.759
H 1.447 3.548 -1.374
H 0.277 4.884 -1.319
C -2.492 3.151 -1.429
H -2.562 4.205 -1.728
H -3.180 2.965 -0.593
H -2.799 2.518 -2.270
P -1.790 -2.212 -0.180
C -2.343 -2.501 1.524
H -2.644 -3.548 1.668
H -3.175 -1.825 1.754
H -1.528 -2.244 2.214
C -3.392 -2.193 -1.071
H -4.079 -2.918 -0.611
H -3.257 -2.399 -2.136
H -3.805 -1.178 -0.966
C -0.757 -3.687 -0.494
H -1.369 -4.599 -0.538
H -0.031 -3.757 0.332
H -0.191 -3.557 -1.424
Re -0.400 0.470 -0.893
C 0.699 0.796 0.660
O 1.209 1.111 1.681
C -1.883 0.491 0.323
O -2.791 0.611 1.079
C -1.438 0.016 -3.143
C -0.860 -1.255 -2.972
C 0.528 -1.372 -2.841
C 1.355 -0.255 -2.973
C 0.795 1.009 -3.195
C -0.605 1.140 -3.335
H -2.511 0.115 -3.261
H -1.488 -2.139 -3.022
H 0.972 -2.361 -2.735
H 2.443 -0.378 -2.982
H 1.444 1.875 -3.303
H -1.044 2.071 -3.673
N 3.683 -0.550 5.507
C 2.527 -0.537 5.317
C 1.101 -0.523 5.102
C 0.188 0.014 6.027
C -1.166 0.054 5.727
C -1.589 -0.494 4.497
N -0.713 -1.047 3.654
C 0.589 -1.046 3.908
H 0.556 0.426 6.964
H -1.884 0.471 6.434
H -2.640 -0.484 4.177
H 1.263 -1.517 3.181
*
```

Properties
- highest occupied orbital energy (spin up / spin down) (eV) = -19.648 / -20.788
- HOMO-LUMO gap (spin up / spin down) (eV) = 7.40 / 4.78
- total energy (eV) = -61478.869
- relative energy (zero: lowest compared OMol25 entry of this formula, charge and spin) (kcal/mol) = 13.32
- <S²> = 3.83

Atomic partial charges in e from the natural (NBO) method, atoms 1 to 5:
1. P 1.258
2. C -0.975
3. H 0.313
4. H 0.252
5. H 0.264